C3H4Cl2O3 | ωB97M-V with the def2-TZVPD basis set

Each line ends with the Löwdin charge.
CARTESIAN COORDINATES (ANGSTROEM)
Cl -1.502 -1.706 -1.355  0.655
Cl -1.335 -1.734 1.525  0.657
O -3.405 0.905 -0.262  0.152
O -1.132 0.477 0.094  -0.116
O -1.882 2.519 0.151  0.164
C -0.734 -0.942 0.058  -1.211
C -2.311 1.293 -0.041  -0.576
C 0.762 -0.982 -0.041  -0.135
H 1.201 -0.663 0.899  0.085
H 1.081 -2.000 -0.268  0.085
H -2.618 3.151 0.119  0.150
H 1.080 -0.313 -0.835  0.092

Computed properties:
HOMO ... -11.01 eV
Maximum force ... 3.33 eV/Å
Structure (SMILES) ... CC(Cl)(Cl)OC(=O)O
Charge ... 0


C3H4Cl2S | ωB97M-V with the def2-TZVPD basis set

Each line ends with the Löwdin charge.
CARTESIAN COORDINATES (ANGSTROEM)
Cl 1.997 1.252 -0.552  0.608
Cl 2.230 -1.582 -0.413  0.550
S 0.485 -0.058 1.623  0.723
C 1.300 -0.175 -0.022  -1.558
C -0.997 0.521 0.642  -0.462
C -0.751 -0.461 -0.584  -0.098
H -0.792 -1.549 -0.463  0.061
H -1.880 0.600 1.170  0.024
H -0.936 -0.112 -1.607  0.069
H -0.656 1.564 0.207  0.083

Computed properties:
HOMO ... -8.63 eV
Maximum force ... 5.42 eV/Å
Charge ... 0


C3H4Cl2S | ωB97M-V with the def2-TZVPD basis set

Each line ends with the Löwdin charge.
CARTESIAN COORDINATES (ANGSTROEM)
Cl 1.968 -2.218 0.271  -0.301
Cl 2.373 1.015 0.861  0.676
S 0.500 0.629 -1.533  0.983
C -1.036 0.048 -0.689  -0.366
C -0.359 0.203 0.658  -0.308
C 0.976 0.376 0.091  -1.071
H -0.527 -0.800 1.084  0.124
H -0.600 0.907 1.311  0.078
H -1.907 0.719 -0.954  0.104
H -1.389 -0.880 -1.100  0.082

Computed properties:
HOMO (alpha / beta) ... -8.71 / -8.71 eV
Maximum force ... 5.92 eV/Å
Charge ... 0


C3H4Cl2S | ωB97M-V with the def2-TZVPD basis set

Each line ends with the Löwdin charge.
CARTESIAN COORDINATES (ANGSTROEM)
Cl 1.765 -0.869 1.218  0.560
Cl 2.578 1.835 0.717  0.536
S 2.277 -0.059 -1.506  0.694
C -1.760 -0.798 -0.010  -0.063
C 2.210 0.277 -0.001  -1.780
C -1.214 0.437 -0.049  -0.100
H -1.987 -1.445 0.827  0.040
H -1.217 0.904 -0.931  -0.001
H -1.809 -1.269 -1.052  0.074
H -0.842 0.987 0.788  0.039

Computed properties:
HOMO ... -9.70 eV
Maximum force ... 4.57 eV/Å
Structure (SMILES) ... S=C(Cl)Cl.C=C
Charge ... 0


C3H4Cl4 | ωB97M-V with the def2-TZVPD basis set

Each line ends with the Löwdin charge.
CARTESIAN COORDINATES (ANGSTROEM)
Cl -1.527 -2.012 -0.456  0.605
Cl 2.257 3.753 -0.963  -0.075
Cl 0.838 -1.875 1.214  0.605
Cl 0.843 1.049 -1.481  0.683
C -0.229 -0.894 0.133  -1.284
C 0.565 -0.536 -1.047  -0.649
C -0.842 0.248 0.909  -0.192
H -1.457 -0.140 1.716  0.080
H 1.064 -1.315 -1.605  0.068
H -1.458 0.852 0.248  0.079
H -0.054 0.870 1.331  0.081

Computed properties:
HOMO (alpha / beta) ... -11.20 / -8.70 eV
Maximum force ... 0.39 eV/Å
Charge ... 0


C3H4ClF | ωB97M-V with the def2-TZVPD basis set

Each line ends with the Löwdin charge.
CARTESIAN COORDINATES (ANGSTROEM)
Cl 1.622 -0.690 -1.082  0.646
F -0.882 0.512 -1.832  -0.067
C 0.233 -0.344 -0.028  -0.688
C -0.350 0.885 -0.586  -0.276
C 0.017 -1.032 1.070  0.001
H -0.498 -0.395 1.795  0.081
H 0.491 -1.982 1.281  0.069
H -1.119 1.468 -0.011  0.138
H 0.485 1.578 -0.608  0.097

Computed properties:
HOMO ... -9.95 eV
Maximum force ... 1.68 eV/Å
Structure (SMILES) ... C=C(Cl)CF
Charge ... 0


C3H4ClF | ωB97M-V with the def2-TZVPD basis set

Each line ends with the Löwdin charge.
CARTESIAN COORDINATES (ANGSTROEM)
Cl 2.117 -0.915 0.931  0.319
F 0.495 -0.967 -1.553  0.085
C -0.117 0.911 -0.196  -0.074
C 0.519 -0.385 -0.372  -0.625
C -0.708 -0.328 0.422  -0.104
H -0.611 -0.418 1.514  0.106
H 0.398 1.565 0.346  0.064
H -0.482 1.325 -1.087  0.107
H -1.611 -0.788 -0.004  0.123

Computed properties:
HOMO ... -10.59 eV
Maximum force ... 4.11 eV/Å
Structure (SMILES) ... FC1(Cl)CC1
Charge ... 0


C3H4ClFN2 | ωB97M-V with the def2-TZVPD basis set

Each line ends with the Löwdin charge.
CARTESIAN COORDINATES (ANGSTROEM)
Cl -2.501 -0.348 -0.154  0.685
F -0.567 1.290 0.567  -0.015
N 2.633 -0.953 0.268  0.025
N 2.055 1.168 -0.538  0.113
C 1.666 0.034 -0.047  -0.466
C -0.822 0.019 0.123  -0.699
C 0.312 -0.773 -0.110  -0.012
H 0.514 -1.880 -0.155  0.107
H 3.560 -0.585 0.144  0.065
H 2.524 -2.118 0.361  0.185
H 1.259 1.709 -0.740  0.012

Computed properties:
HOMO ... -9.24 eV
Maximum force ... 5.06 eV/Å
Structure (SMILES) ... [H]/N=C(N)\C=C(/F)Cl
Charge ... 0


C3H4ClFN2S | ωB97M-V with the def2-TZVPD basis set

Each line ends with the Löwdin charge.
CARTESIAN COORDINATES (ANGSTROEM)
Cl 1.803 -2.721 0.188  0.666
S -0.512 2.523 0.085  0.623
F 2.419 -1.153 2.216  -0.003
N -0.061 -0.132 -0.188  -0.003
N -1.763 0.766 -1.331  0.062
C 1.731 -1.186 1.052  -0.690
C 0.909 -0.173 0.819  -0.141
C -0.766 0.986 -0.454  -0.959
H -0.346 -1.035 -0.589  0.138
H 0.897 0.786 1.420  0.109
H -1.895 -0.167 -1.745  0.117
H -2.416 1.506 -1.472  0.080

Computed properties:
HOMO ... -8.70 eV
Maximum force ... 1.68 eV/Å
Structure (SMILES) ... NC(=S)N/C=C(/F)Cl
Charge ... 0


C3H4ClIN2 | ωB97M-V with the def2-TZVPD basis set

Each line ends with the Löwdin charge.
CARTESIAN COORDINATES (ANGSTROEM)
I -2.917 -0.829 0.049  0.768
Cl 2.273 -1.463 0.324  0.382
N 0.237 1.663 -0.314  0.018
N 0.498 1.240 0.936  0.010
C -0.441 0.806 -0.993  -0.198
C -0.756 -0.371 -0.116  -0.688
C -0.063 0.156 1.087  -0.348
H -0.721 0.953 -1.969  0.080
H 0.008 -0.228 2.099  0.113
H 2.164 -0.609 -0.642  -0.193
H -0.281 -1.317 -0.461  0.055

Computed properties:
HOMO ... -9.90 eV
Maximum force ... 4.45 eV/Å
Structure (SMILES) ... IC1C=NN=C1.Cl
Charge ... 0